Record 1
27
Properties=species:S:1:pos:R:3:forces:R:3:lowdin_charge:R:1 method="wB97M-V/def2-TZVPD" multiplicity=1 e_above_lowest_kj_mol=349.8 homo_ev=-9.110 smiles="CN1CC(C(=O)O)(c2ccccc2)C1"
C -2.883 1.432 -1.452 4.98 1.51 -2.23 -0.09
N -2.245 0.195 -1.058 -0.74 1.94 0.95 -0.21
C -1.813 0.155 0.332 2.04 -2.36 -1.63 -0.11
C -0.541 -0.642 -0.119 1.21 -0.25 -3.15 -0.21
C -0.558 -2.159 0.141 -0.57 1.19 -0.67 -0.46
O -0.346 -3.034 -0.651 0.05 0.35 0.87 0.14
O -0.796 -2.324 1.465 -0.71 -0.48 0.25 0.11
C 0.891 -0.236 0.268 -1.31 0.99 2.16 -0.18
C 2.007 -0.499 -0.477 -0.73 0.78 0.52 -0.03
C 3.258 -0.060 -0.101 -1.14 0.47 1.93 -0.04
C 3.466 0.605 1.120 -4.75 -1.55 -0.90 -0.03
C 2.329 0.787 1.942 -0.44 -0.90 -2.60 -0.05
C 1.061 0.397 1.506 0.84 -0.38 -1.06 -0.02
C -0.939 -0.089 -1.666 -1.43 -3.58 3.65 -0.03
H -2.618 1.439 -2.598 -0.87 0.72 1.97 0.12
H -3.886 1.467 -1.337 -3.28 -0.12 0.51 0.02
H -2.409 2.402 -0.913 -0.83 -1.94 -1.27 0.13
H -2.439 -0.454 0.926 -1.15 -0.12 1.06 0.11
H -1.433 1.017 0.793 -0.28 1.86 0.61 0.10
H -1.320 -1.541 1.756 0.81 -0.87 -0.02 0.10
H 1.768 -0.978 -1.367 0.49 -0.99 -1.78 0.11
H 3.999 -0.341 -0.742 2.34 -0.31 -1.40 0.08
H 4.340 0.876 1.525 3.41 0.96 0.84 0.06
H 2.371 1.256 2.854 0.50 1.02 2.07 0.07
H 0.161 0.538 2.054 -0.27 0.39 0.92 0.10
H -0.254 0.682 -1.840 0.66 1.40 -0.97 0.10
H -1.171 -0.892 -2.361 1.17 0.28 -0.63 0.12

Record 2
91
Properties=species:S:1:pos:R:3:forces:R:3:lowdin_spin:R:1 method="wB97M-V/def2-TZVPD" multiplicity=8 total_charge=+1 homo_ev="-9.551 / -10.578"
Eu -0.109 -0.264 -0.288 -0.64 -1.17 -1.02 7.02
C 2.317 -0.331 -3.904 0.11 0.04 -0.01 0.00
C 2.663 0.586 -2.772 0.08 -0.09 -0.47 0.00
C 3.762 1.448 -2.691 0.14 -0.11 -0.25 0.00
C 3.652 2.073 -1.469 -0.01 0.14 0.15 0.00
C 4.584 3.092 -0.891 -0.08 -0.09 -0.05 0.00
N 2.535 1.607 -0.875 0.05 0.19 0.40 0.00
N 1.918 0.678 -1.685 0.20 0.25 0.25 -0.01
B 1.747 1.797 0.456 0.37 0.35 0.07 -0.01
N 2.271 1.084 1.737 0.01 0.19 -0.22 0.00
N 1.495 -0.027 2.002 -0.03 0.22 -0.06 0.00
C 1.884 -0.482 3.179 0.02 -0.30 0.33 0.00
C 1.231 -1.661 3.838 0.14 0.05 0.04 0.00
C 2.932 0.299 3.686 0.01 -0.14 0.19 0.00
C 3.147 1.280 2.746 0.09 0.16 -0.08 0.00
C 4.171 2.368 2.812 -0.05 -0.12 0.01 0.00
N 0.822 3.041 0.594 0.27 -0.09 0.01 0.00
N -0.486 2.673 0.361 0.28 -0.04 0.04 0.00
C -1.210 3.768 0.481 -0.40 0.23 0.02 0.00
C -2.699 3.746 0.313 0.08 0.11 0.04 0.00
C -0.395 4.870 0.789 -0.18 0.15 0.04 0.00
C 0.884 4.370 0.856 0.20 -0.05 -0.01 0.00
C 2.129 5.141 1.167 -0.13 -0.05 -0.04 0.00
H 2.874 -0.040 -4.796 -0.04 -0.02 0.03 0.00
H 2.570 -1.363 -3.654 0.03 0.03 -0.01 0.00
H 1.250 -0.288 -4.123 -0.04 0.04 0.01 0.00
H 4.542 1.598 -3.425 -0.12 -0.04 0.10 0.00
H 5.397 3.269 -1.594 -0.04 -0.02 0.02 0.00
H 4.091 4.046 -0.714 -0.02 -0.03 -0.01 0.00
H 5.027 2.760 0.046 -0.04 -0.01 -0.04 0.00
H 0.901 1.074 0.251 1.16 1.57 0.62 0.00
H 0.203 -1.776 3.507 -0.06 0.02 -0.03 0.00
H 1.766 -2.593 3.633 -0.01 0.07 0.00 0.00
H 1.222 -1.524 4.920 0.02 -0.01 -0.04 0.00
H 3.460 0.173 4.623 -0.10 0.02 -0.16 0.00
H 4.774 2.227 3.707 -0.01 0.00 -0.01 0.00
H 4.845 2.350 1.957 -0.02 -0.03 0.00 0.00
H 3.728 3.358 2.873 -0.06 0.02 -0.02 0.00
H -3.048 2.752 0.046 0.02 -0.10 -0.02 0.00
H -3.201 4.035 1.239 0.04 0.01 -0.02 0.00
H -3.021 4.440 -0.465 0.02 0.00 0.02 0.00
H -0.698 5.896 0.954 0.05 -0.19 -0.03 0.00
H 1.861 6.179 1.360 -0.01 -0.03 -0.01 0.00
H 2.634 4.766 2.053 0.00 -0.04 0.03 0.00
H 2.838 5.137 0.342 -0.03 -0.03 -0.02 0.00
N -3.239 -1.961 -0.082 0.24 0.19 0.21 0.00
P -3.048 -0.242 -0.241 -0.47 -0.41 -0.35 0.00
C -4.799 0.166 -0.518 -0.06 0.20 0.22 0.00
C -5.556 -0.371 -1.560 -0.02 0.01 -0.07 0.00
C -6.895 -0.039 -1.693 0.01 0.02 0.04 0.00
C -7.486 0.844 -0.794 -0.03 -0.02 -0.04 0.00
C -6.740 1.386 0.240 0.06 0.01 0.05 0.00
C -5.399 1.044 0.380 -0.08 0.04 0.10 0.00
C -2.397 -0.085 -1.969 -0.38 -0.10 0.04 0.00
C -2.546 -1.080 -2.931 0.06 -0.24 -0.05 0.00
C -2.134 -0.865 -4.235 -0.03 0.02 -0.12 0.00
C -1.542 0.344 -4.589 0.02 0.00 0.01 0.00
C -1.363 1.332 -3.631 0.08 -0.05 -0.05 0.00
C -1.793 1.118 -2.326 -0.23 0.15 -0.21 0.00
C -2.287 -2.790 0.489 -0.35 -0.02 -0.11 0.00
C -2.595 -4.128 0.771 -0.12 -0.05 -0.01 0.00
C -1.603 -4.937 1.271 -0.10 -0.20 0.03 0.00
C -0.325 -4.424 1.475 0.11 -0.08 0.04 0.00
C -0.122 -3.101 1.177 -0.05 -0.11 0.14 0.00
N -1.079 -2.286 0.714 -0.35 -0.49 0.33 -0.01
H -4.177 -2.324 -0.103 -0.10 -0.07 -0.08 0.00
H -5.100 -1.036 -2.285 0.00 0.02 0.01 0.00
H -7.478 -0.459 -2.504 0.04 0.02 0.04 0.00
H -8.530 1.111 -0.906 0.07 -0.02 0.01 0.00
H -7.198 2.075 0.941 0.04 -0.05 -0.05 0.00
H -4.817 1.461 1.197 -0.05 -0.02 -0.06 0.00
H -2.973 -2.036 -2.651 -0.01 0.01 0.00 0.00
H -2.277 -1.642 -4.981 0.00 0.14 0.10 0.00
H -1.217 0.512 -5.609 -0.03 0.00 0.06 0.00
H -0.888 2.271 -3.891 -0.04 -0.05 0.00 0.00
H -1.691 1.912 -1.599 0.13 0.07 0.10 0.00
H -3.601 -4.500 0.606 0.11 0.03 0.00 0.00
H -1.820 -5.974 1.504 0.01 0.08 -0.02 0.00
H 0.484 -5.036 1.850 -0.06 0.05 -0.03 0.00
H 0.852 -2.652 1.314 0.15 0.07 0.02 0.00
C -0.481 -3.811 -5.820 0.04 0.09 0.06 0.00
N 0.043 -3.161 -4.631 0.13 -0.09 0.09 0.00
C -0.245 -3.509 -3.373 -0.23 -0.02 -0.27 0.00
N -1.151 -4.497 -3.219 0.11 0.10 0.29 0.00
S 0.452 -2.741 -2.044 0.14 -0.28 -0.16 0.00
H -0.228 -3.207 -6.687 0.01 -0.01 0.01 0.00
H -1.570 -3.884 -5.770 0.01 0.02 -0.02 0.00
H -0.059 -4.808 -5.962 0.00 0.00 0.02 0.00
H 0.745 -2.447 -4.718 0.03 0.08 -0.07 0.00
H -1.404 -5.111 -3.974 0.00 -0.03 -0.03 0.00
H -1.293 -4.819 -2.277 -0.03 -0.03 -0.01 0.00

Record 3
87
Properties=species:S:1:pos:R:3:forces:R:3:lowdin_spin:R:1 method="wB97M-V/def2-TZVPD" multiplicity=3 total_charge=-2 e_above_lowest_kj_mol=128.0 homo_ev="-1.812 / -2.639"
Pd -0.918 -1.887 0.904 0.04 -0.11 -0.21 1.47
C 0.250 -0.764 -4.205 -0.02 -0.02 -0.06 0.00
C 0.715 0.430 -3.372 -0.01 -0.02 0.07 0.00
C 1.349 1.516 -4.213 0.04 0.01 -0.06 0.00
O -0.360 0.987 -2.652 -0.04 -0.02 0.02 0.00
C -0.519 0.200 -1.455 0.02 -0.05 0.00 0.00
C 0.870 -0.546 -1.324 0.05 -0.01 -0.04 0.01
O 1.641 0.027 -2.391 0.00 0.03 0.04 0.00
C 1.754 -0.697 -0.044 0.02 0.15 0.05 0.01
O 1.157 -1.521 0.876 0.13 -0.12 -0.10 0.11
C 2.146 0.665 0.548 0.05 -0.04 0.05 0.00
C 1.749 0.963 1.845 -0.06 0.04 0.00 0.00
C 2.138 2.151 2.451 -0.02 -0.04 0.01 0.00
C 2.952 3.051 1.779 0.01 0.02 0.00 0.00
C 3.365 2.757 0.487 -0.06 0.05 0.00 0.00
C 2.956 1.580 -0.123 -0.09 0.02 -0.08 0.00
C 3.045 -1.463 -0.479 -0.11 -0.06 0.01 0.00
C 4.342 -1.063 -0.184 0.08 0.00 -0.02 0.00
C 5.438 -1.863 -0.502 -0.04 0.03 0.01 0.00
C 5.257 -3.088 -1.117 0.01 -0.05 -0.03 0.00
C 3.960 -3.517 -1.389 0.03 0.02 0.00 0.00
C 2.877 -2.722 -1.064 0.02 0.00 0.02 0.00
C -1.194 0.982 -0.293 0.05 -0.04 -0.10 0.01
O -0.978 0.268 0.855 -0.51 0.18 -0.01 0.10
C -2.704 1.071 -0.660 -0.02 0.13 -0.02 0.00
C -3.151 1.759 -1.788 0.05 0.06 0.04 0.00
C -4.504 1.852 -2.073 -0.02 -0.01 -0.02 0.00
C -5.439 1.258 -1.233 0.02 0.01 -0.02 0.00
C -5.001 0.568 -0.115 -0.01 0.00 0.04 0.00
C -3.644 0.478 0.167 0.07 -0.01 0.00 0.00
C -0.770 2.443 -0.038 0.03 -0.07 0.07 0.00
C 0.162 3.172 -0.756 0.04 0.07 -0.06 0.00
C 0.441 4.499 -0.432 0.02 -0.04 0.00 0.00
C -0.204 5.120 0.621 -0.02 0.02 0.03 0.00
C -1.132 4.393 1.365 0.02 0.02 -0.03 0.00
C -1.406 3.080 1.034 0.04 -0.04 0.04 0.00
H -0.351 -0.422 -5.049 0.00 0.02 0.02 0.00
H -0.368 -1.439 -3.612 0.03 0.00 0.01 0.00
H 1.117 -1.313 -4.576 0.00 0.01 -0.02 0.00
H 0.632 1.889 -4.945 -0.01 0.01 0.01 0.00
H 2.221 1.123 -4.738 -0.01 -0.02 0.01 0.00
H 1.664 2.337 -3.568 0.01 -0.01 0.00 0.00
H -1.252 -0.587 -1.675 0.00 -0.02 0.05 0.00
H 0.645 -1.585 -1.589 0.01 -0.02 0.01 0.00
H 1.113 0.243 2.341 0.03 0.00 0.01 0.00
H 1.799 2.377 3.457 0.00 0.01 0.00 0.00
H 3.254 3.979 2.254 -0.01 0.00 -0.01 0.00
H 3.993 3.456 -0.056 0.00 0.00 0.01 0.00
H 3.276 1.357 -1.134 -0.02 0.02 0.00 0.00
H 4.519 -0.119 0.312 0.02 -0.04 0.01 0.00
H 6.437 -1.520 -0.253 0.00 0.00 0.00 0.00
H 6.108 -3.714 -1.363 0.00 0.00 0.00 0.00
H 3.786 -4.491 -1.832 0.01 0.00 0.00 0.00
H 1.884 -3.119 -1.214 -0.07 0.00 0.02 0.00
H -2.430 2.226 -2.447 0.02 0.00 -0.01 0.00
H -4.830 2.382 -2.962 -0.01 0.01 0.00 0.00
H -6.497 1.316 -1.463 0.00 0.00 0.00 0.00
H -5.713 0.067 0.531 0.01 -0.01 -0.01 0.00
H -3.288 -0.107 1.002 -0.05 -0.01 0.04 0.00
H 0.680 2.708 -1.580 0.02 -0.02 0.00 0.00
H 1.185 5.039 -1.008 0.00 0.01 0.00 0.00
H 0.013 6.154 0.869 0.01 -0.01 0.01 0.00
H -1.645 4.857 2.201 0.00 0.01 -0.01 0.00
H -2.128 2.515 1.611 -0.02 -0.02 -0.02 0.00
O -4.258 -4.253 -0.597 -0.21 -0.03 0.01 0.00
P -3.218 -3.017 -0.587 0.53 -0.21 -0.25 0.01
O -3.462 -2.122 -1.741 -0.07 -0.02 -0.03 0.00
O -3.143 -2.521 0.831 0.03 0.01 -0.23 0.05
O -1.772 -3.755 -0.908 -0.12 -0.14 0.18 0.02
P -0.954 -4.848 0.031 -0.40 0.23 -0.17 0.01
O 0.389 -4.953 -0.882 0.12 -0.06 -0.14 0.00
O -1.642 -6.159 0.004 0.07 -0.04 0.10 0.00
O -0.573 -4.136 1.297 -0.05 -0.03 -0.23 0.05
H -4.433 -4.487 -1.516 0.03 0.03 0.09 0.00
H 0.205 -5.606 -1.568 0.04 0.04 0.08 0.00
C -1.006 0.898 5.510 0.04 0.01 0.00 0.00
N -0.909 -0.286 4.690 -0.01 -0.11 0.09 0.01
C -0.133 -1.407 4.933 0.01 0.08 -0.01 0.00
C -0.293 -2.216 3.851 -0.11 -0.06 0.06 0.01
N -1.160 -1.618 2.972 0.42 0.24 0.68 0.09
C -1.494 -0.464 3.490 -0.14 0.03 0.08 0.01
H -0.564 0.690 6.482 0.00 0.00 0.01 0.00
H -2.050 1.176 5.654 0.00 0.01 -0.01 0.00
H -0.475 1.733 5.051 0.00 0.00 -0.01 0.00
H 0.461 -1.498 5.825 0.00 -0.01 0.00 0.00
H 0.144 -3.171 3.611 0.01 0.01 -0.01 0.00
H -2.124 0.271 3.016 0.08 0.01 -0.08 0.00

Record 4
63
Properties=species:S:1:pos:R:3:forces:R:3:lowdin_charge:R:1 method="wB97M-V/def2-TZVPD" multiplicity=1 total_charge=+1 e_above_lowest_kj_mol=41.0 homo_ev="-10.266 / -10.267"
Pt -0.271 0.259 -0.016 -0.53 1.54 1.74 1.67
C -3.692 -0.410 3.123 0.44 0.37 0.47 -0.03
O -2.821 -0.059 4.210 -0.89 -0.55 0.07 -0.06
C -1.630 0.539 4.129 1.36 0.65 -1.00 -0.19
C -1.025 0.807 5.375 -1.01 -0.41 -1.08 0.00
C 0.162 1.461 5.440 1.59 0.92 -0.67 -0.07
C 0.820 1.882 4.262 0.08 -0.08 1.99 -0.05
C 0.309 1.608 3.025 -0.79 -0.61 -1.23 -0.15
C 1.082 2.065 1.862 -0.69 0.10 1.47 -0.02
N 0.847 1.732 0.663 1.82 -0.08 -0.40 -0.17
N 1.607 2.370 -0.344 -0.44 -0.38 -0.23 0.11
C 1.650 1.616 -1.404 0.90 0.84 0.66 -0.45
O 1.242 0.373 -1.425 -1.39 -1.14 0.02 -0.14
C 2.258 2.163 -2.636 -0.05 -0.24 0.04 -0.16
C 2.654 1.299 -3.650 -0.01 0.00 -0.06 -0.01
C 3.170 1.812 -4.829 -0.01 -0.02 0.03 -0.06
C 3.273 3.185 -5.001 0.03 0.00 0.00 -0.07
C 2.875 4.049 -3.988 0.00 -0.03 0.06 -0.07
C 2.375 3.541 -2.801 0.01 0.07 0.01 -0.03
C -0.954 0.919 2.895 1.02 0.07 2.43 -0.28
O -1.514 0.647 1.763 -0.64 -0.71 -3.44 -0.15
H -4.570 -0.822 3.614 0.00 0.02 -0.07 0.10
H -3.231 -1.155 2.486 0.06 -0.18 -0.18 0.07
H -3.955 0.468 2.541 -0.04 0.05 -0.09 0.10
H -1.543 0.491 6.270 -0.07 -0.04 -0.03 0.13
H 0.608 1.665 6.403 0.05 0.06 -0.02 0.11
H 1.754 2.424 4.338 0.03 -0.02 0.06 0.12
H 1.902 2.761 2.019 -0.19 0.17 0.01 0.15
H 2.555 0.232 -3.507 0.00 -0.02 -0.03 0.12
H 3.490 1.143 -5.616 -0.01 -0.01 -0.01 0.11
H 3.667 3.585 -5.925 0.00 0.00 -0.01 0.11
H 2.958 5.119 -4.124 0.00 0.01 0.01 0.11
H 2.063 4.199 -2.002 -0.01 0.01 0.00 0.11
C -3.281 -2.570 -0.941 -0.01 -0.02 -0.11 0.01
C -2.079 -1.873 -0.418 0.12 -0.17 0.15 -0.22
N -1.635 -0.758 -0.886 -1.75 -1.69 -1.05 -0.14
N -2.235 -0.172 -1.987 0.47 0.11 0.41 0.13
C -1.793 1.051 -2.113 -0.52 -0.08 -0.77 -0.37
O -0.994 1.643 -1.270 0.23 0.06 0.74 -0.12
C -2.212 1.838 -3.290 0.02 0.13 0.28 -0.14
C -3.312 1.448 -4.051 -0.03 -0.06 -0.01 -0.02
C -3.713 2.223 -5.124 0.03 -0.02 0.01 -0.06
C -3.012 3.379 -5.446 -0.01 -0.01 0.00 -0.06
C -1.904 3.757 -4.701 0.01 -0.01 0.01 -0.05
C -1.505 2.991 -3.618 0.02 0.03 0.00 0.00
C -1.286 -2.392 0.712 -0.07 0.11 -0.26 -0.20
C -1.609 -3.530 1.429 0.07 0.15 -0.10 0.02
C -0.825 -3.875 2.521 0.15 0.06 0.09 0.00
C 0.275 -3.096 2.846 -0.12 -0.10 -0.13 0.00
C 0.567 -1.997 2.055 0.12 0.11 -0.02 -0.07
N -0.198 -1.654 1.021 0.67 0.93 0.14 0.00
H -3.670 -2.034 -1.800 -0.02 -0.01 0.00 0.08
H -4.055 -2.619 -0.172 0.04 0.01 0.03 0.10
H -3.037 -3.591 -1.239 0.03 -0.01 0.03 0.10
H -3.847 0.545 -3.792 -0.03 0.01 0.01 0.11
H -4.572 1.929 -5.709 -0.01 0.00 -0.01 0.11
H -3.333 3.987 -6.280 0.01 0.00 -0.02 0.11
H -1.353 4.650 -4.961 0.01 0.01 0.00 0.11
H -0.645 3.275 -3.028 0.02 0.05 0.01 0.11
H -2.460 -4.129 1.140 -0.05 0.05 0.02 0.13
H -1.074 -4.745 3.112 0.01 -0.02 0.01 0.13
H 0.907 -3.335 3.688 0.02 0.00 0.00 0.12
H 1.434 -1.376 2.236 -0.06 0.03 0.07 0.13

Record 5
11
Properties=species:S:1:pos:R:3:forces:R:3:lowdin_charge:R:1 method="wB97M-V/def2-TZVPD" multiplicity=1 e_above_lowest_kj_mol=197.7 homo_ev=-7.199 smiles="CC1=C(C)S1"
C 0.343 1.868 0.845 2.50 -1.37 1.52 -0.06
C 0.819 0.623 0.201 0.31 -2.52 0.62 -0.46
C 0.825 -0.684 0.231 0.62 4.94 -1.82 -0.59
C 0.282 -1.901 0.630 -2.21 -2.25 -1.81 -0.09
S 2.165 -0.123 -0.858 0.22 0.43 -0.13 0.72
H -0.254 2.373 0.203 -1.66 1.99 -2.07 0.03
H 1.206 2.498 1.195 -0.92 -0.57 -0.30 0.11
H -0.285 1.556 1.668 0.00 0.08 0.48 0.08
H 0.666 -2.041 1.559 0.88 -1.21 3.08 0.06
H 0.533 -2.751 -0.024 0.12 0.39 0.24 0.10
H -0.812 -1.861 0.669 0.13 0.06 0.21 0.10

In order of appearance, maximum force = 5.66 2.05 0.83 3.57 5.31 eV/Å.